[1]
C4H4N2 | ωB97M-V/def2-TZVPD

The geometry in ORCA input format:
```
! RIJCOSX wB97M-V def2-TZVPD def2/J DEFGRID3
* xyz 0 1
N 0.579 -2.230 -0.073
N -0.494 -2.232 0.173
C 1.375 1.103 -0.014
C 1.987 0.083 -0.170
C -1.437 1.048 -0.044
C -2.008 0.015 0.175
H 0.957 2.070 0.125
H 2.566 -0.800 -0.297
H -2.557 -0.879 0.353
H -1.063 2.021 -0.246
*
```

Results
energy above the lowest of the compared OMol25 structures with the same formula, charge and spin: 86.8 kcal per mole
LUMO: 1.28 eV
gap between HOMO and LUMO: 11.36 eV
molar mass: 80.09 u

***

[2]
C4H8O2 | ωB97M-V/def2-TZVPD

The geometry in ORCA input format:
```
! RIJCOSX wB97M-V def2-TZVPD def2/J DEFGRID3
* xyz 0 1
O -1.506 -0.758 -1.133
O 0.721 -1.291 -0.195
C -0.816 -0.073 1.481
C 0.651 0.077 -0.580
C -0.667 0.357 -1.315
C 0.537 -0.266 0.836
H -1.130 1.271 -0.911
H -0.885 -0.459 2.499
H -0.496 0.513 -2.384
H 1.565 0.496 -0.992
H -1.067 0.996 1.487
H -1.557 -0.527 0.818
H 1.415 -0.272 1.474
H -0.849 -1.450 -0.860
*
```

Results
energy above the lowest of the compared OMol25 structures with the same formula, charge and spin: 53.1 kcal per mole
LUMO: 1.04 eV
gap between HOMO and LUMO: 11.07 eV
molar mass: 88.11 u

***

[3]
C23H28N8PPtSTe4 | ωB97M-V/def2-TZVPD

The geometry in ORCA input format:
```
! RIJCOSX wB97M-V def2-TZVPD def2/J DEFGRID3
* xyz 1 5
Pt 1.271 -1.173 1.168
Te 0.403 -1.957 4.988
Te 3.696 -1.275 2.356
Te 0.063 -3.156 2.663
Te 2.838 -0.706 4.773
S -2.481 1.019 2.916
P -2.506 -3.400 0.052
N -3.916 -1.011 0.496
N -5.272 -2.999 0.170
N 3.580 2.378 -0.104
N -4.130 -1.988 -1.719
N 2.307 0.596 0.007
N 0.174 -1.217 -0.667
N 0.152 0.293 2.302
N 6.510 8.244 1.597
C 3.807 1.647 -1.253
C -2.914 -2.810 -1.666
C -0.254 -0.462 -2.735
C 4.193 3.612 0.255
C 4.495 4.538 -0.733
C 0.596 -2.180 -1.565
C -5.314 -2.705 -1.262
C 6.012 7.251 1.309
C 5.070 5.075 1.935
C 2.669 1.695 0.627
C -0.959 0.599 2.527
C 3.017 0.546 -1.168
C 4.481 3.873 1.587
C 5.386 6.005 0.949
C -4.225 -3.978 0.495
C -2.674 -1.754 0.868
C 0.329 -1.753 -2.845
C -5.153 -1.789 0.916
C 5.099 5.732 -0.386
C -0.307 -0.150 -1.396
C -0.755 1.140 -0.785
C 1.214 -3.482 -1.144
C -3.986 -0.762 -1.012
H -3.070 -0.249 -1.300
H 1.223 -3.590 -0.056
H 5.338 6.463 -1.146
H -3.870 -0.115 1.001
H -5.397 -3.641 -1.811
H -3.039 -3.674 -2.321
H 2.248 -3.570 -1.486
H 0.668 -4.337 -1.544
H -5.058 -1.987 1.983
H -1.818 -1.148 0.581
H -4.265 -4.204 1.563
H -6.197 -2.099 -1.469
H -0.582 0.182 -3.538
H 0.516 -2.313 -3.749
H 4.507 1.966 -2.005
H 2.870 -0.251 -1.880
H -4.852 -0.119 -1.171
H -2.067 -2.232 -2.044
H 4.265 3.136 2.349
H -2.675 -1.856 1.954
H 4.240 4.339 -1.765
H 0.038 1.612 -0.204
H -6.009 -1.138 0.734
H 2.260 2.046 1.562
H -1.047 1.828 -1.579
H 5.301 5.290 2.969
H -4.438 -4.907 -0.035
H -1.606 1.037 -0.105
*
```

Results
energy above the lowest of the compared OMol25 structures with the same formula, charge and spin: 0.0 kcal per mole
LUMO (alpha / beta): -3.74 / -5.56 eV
<S²>: 6.0249
gap between HOMO and LUMO (alpha / beta): 5.98 / 4.21 eV
molar mass: 1185.05 u

***

[4]
C5H12N | ωB97M-V/def2-TZVPD

The geometry in ORCA input format:
```
! RIJCOSX wB97M-V def2-TZVPD def2/J DEFGRID3
* xyz 1 1
N -2.860 0.002 -0.480
C 1.997 -0.471 0.107
C -0.427 -0.005 -0.301
C 2.072 -0.486 1.660
C 0.961 0.544 -0.388
C -1.503 0.587 -0.761
H 1.184 0.820 -1.425
H -3.172 -0.625 -1.227
H -1.586 1.514 -1.305
H -3.550 0.755 -0.459
H 1.076 1.449 0.206
H -0.523 -0.973 0.188
H 1.726 -1.459 -0.242
H 3.107 -0.416 1.985
H -2.839 -0.455 0.431
H 1.742 -1.429 2.115
H 1.486 0.307 2.125
H 2.987 -0.174 -0.228
*
```

Results
energy above the lowest of the compared OMol25 structures with the same formula, charge and spin: 32.3 kcal per mole
LUMO: -3.77 eV
gap between HOMO and LUMO: 10.88 eV
molar mass: 86.16 u

***

[5]
C2H4AuO2 | ωB97M-V/def2-TZVPD

The geometry in ORCA input format:
```
! RIJCOSX wB97M-V def2-TZVPD def2/J DEFGRID3
* xyz 1 3
Au -0.241 -3.702 -0.152
O 0.979 1.235 0.350
O -0.710 -3.243 -1.841
C 0.309 -1.589 -0.403
C -0.589 -2.001 -1.355
H 1.204 -2.257 -0.272
H 0.720 0.096 0.000
H 1.074 1.765 -0.446
H -1.355 -1.295 -1.718
*
```

Results
energy above the lowest of the compared OMol25 structures with the same formula, charge and spin: 0.0 kcal per mole
LUMO (alpha / beta): -7.02 / -8.56 eV
<S²>: 2.0314
gap between HOMO and LUMO (alpha / beta): 8.03 / 6.52 eV
molar mass: 257.02 u

***

[6]
C31H9Br4CdF7N7O2S | ωB97M-V/def2-TZVPD

The geometry in ORCA input format:
```
! RIJCOSX wB97M-V def2-TZVPD def2/J DEFGRID3
* xyz -1 1
Cd -0.056 -2.389 -0.089
Br -1.279 -6.306 -3.076
Br 4.388 -7.105 -2.825
Br 4.572 -4.432 -0.832
Br 1.423 -8.049 -3.968
S -2.762 -0.231 -0.241
F 1.599 1.802 1.625
F 1.717 -0.805 -4.757
F 1.189 0.342 -0.532
F -1.037 3.964 -2.570
F 0.755 -2.731 -4.577
F 2.350 -2.184 -3.223
F -0.664 5.421 -0.419
O 1.885 -3.246 -0.355
O -0.575 -4.047 -1.274
N -0.003 2.991 4.101
N 0.543 -1.851 2.095
N 0.320 -1.230 -2.965
N -1.356 -0.674 0.627
N -2.477 1.672 -4.186
N 0.394 6.936 2.224
N -1.749 0.941 2.277
C 0.535 -0.129 3.729
C 0.469 4.378 2.002
C 0.040 -0.057 -2.869
C 0.705 1.602 -0.511
C 2.124 -1.920 3.858
C 1.592 -0.756 4.378
C 0.505 -4.718 -1.617
C 0.007 2.075 -1.617
C -2.881 1.474 0.193
C 1.300 -1.742 -3.888
C 0.265 3.633 3.170
C -0.426 1.169 -2.696
C 0.442 -5.826 -2.457
C 0.038 -0.714 2.578
C -0.381 3.409 -1.545
C -3.235 4.088 1.023
C 1.573 -2.435 2.694
C 1.793 -4.302 -1.130
C 0.423 3.670 0.744
C 0.427 5.787 2.106
C 2.911 -5.037 -1.512
C -1.559 1.471 -3.524
C -0.179 4.174 -0.415
C -1.085 -0.126 1.765
C -2.432 1.871 1.445
C 0.911 2.362 0.614
C -3.463 2.393 -0.666
C 1.585 -6.547 -2.829
C -3.648 3.704 -0.243
C -2.615 3.177 1.868
C 2.823 -6.153 -2.353
H -2.255 3.480 2.843
H -1.363 1.359 3.116
H -4.103 4.422 -0.912
H 0.180 0.817 4.111
H -3.360 5.111 1.351
H 1.968 -3.314 2.199
H 2.961 -2.419 4.325
H -3.772 2.084 -1.656
H 2.004 -0.308 5.272
*
```

Results
energy above the lowest of the compared OMol25 structures with the same formula, charge and spin: 0.8 kcal per mole
LUMO: 0.84 eV
gap between HOMO and LUMO: 5.77 eV
molar mass: 1108.54 u

***

[7]
C23H52AlO5P | ωB97M-V/def2-TZVPD

The geometry in ORCA input format:
```
! RIJCOSX wB97M-V def2-TZVPD def2/J DEFGRID3
* xyz 0 1
P 3.618 0.409 -2.346
Al 3.234 -0.576 -0.237
O 2.397 1.624 -2.493
O -2.466 6.040 -0.067
O 4.448 0.133 0.936
O 0.223 -0.987 2.433
O 1.291 -2.225 3.909
C -0.323 -3.344 2.689
C 5.188 0.880 3.375
C -3.264 2.381 1.231
C 4.688 2.022 2.481
C -3.617 3.091 -0.088
C -2.807 1.103 -2.585
C 0.836 -3.369 -0.911
C -1.368 -2.537 -2.238
C 1.427 -0.008 0.467
C 0.066 -3.146 -2.262
C 3.293 -2.582 -0.178
C 1.408 -0.270 1.990
C 2.376 -3.388 -1.143
C -4.102 1.111 1.366
C -3.963 0.422 2.733
C -1.942 1.833 -1.565
C -2.823 -0.419 -2.376
C 0.493 -2.127 3.072
C 4.328 1.510 1.049
C -1.563 -1.145 -2.906
C -2.451 3.177 -1.096
C -1.751 -3.010 2.237
C 3.235 -0.752 -3.752
H 3.788 2.431 2.949
H 2.160 -0.933 -3.805
H -2.362 1.279 -3.564
H -2.387 -2.833 3.093
H -1.800 -2.589 -1.247
H 3.318 1.889 0.835
H 2.584 -3.163 -2.185
H 1.428 0.700 2.492
H -3.813 1.522 -2.631
H -1.761 -2.179 1.545
H -3.121 0.774 3.315
H 5.409 2.832 2.425
H -2.995 -0.658 -1.328
H -3.865 0.440 0.549
H -4.488 2.669 -0.573
H -2.200 2.206 1.362
H -3.888 4.119 0.172
H -3.680 -0.781 -2.940
H 5.334 1.252 4.386
H -0.665 -0.533 -2.887
H -2.041 6.575 0.634
H 2.324 -0.762 2.295
H -2.148 -3.880 1.722
H -0.359 -4.007 3.534
H -0.057 -4.148 -2.663
H -1.779 -1.364 -3.949
H 4.323 -2.895 -0.370
H 0.600 -0.459 -0.066
H -3.366 6.366 -0.274
H 1.384 1.055 0.322
H -1.791 1.172 -0.726
H 1.972 1.540 -3.351
H -3.585 3.035 2.042
H -4.871 0.553 3.310
H 0.547 -4.377 -0.619
H 0.195 -3.784 1.844
H 4.396 0.147 3.432
H 0.522 -2.718 -0.103
H 6.093 0.477 2.948
H -5.137 1.422 1.264
H 3.070 -2.904 0.843
H -1.978 -3.199 -2.851
H 0.705 -2.625 -2.966
H 3.490 -0.240 -4.676
H 3.807 -1.664 -3.665
H 2.687 -4.426 -1.000
H -1.607 3.684 -0.611
H 4.997 1.986 0.323
H -3.882 -0.641 2.561
H -2.722 3.796 -1.965
H -1.907 5.987 -0.875
H -0.983 2.001 -2.030
*
```

Results
LUMO: -3.55 eV
gap between HOMO and LUMO: 1.65 eV
molar mass: 466.62 u

***

[8]
C12H33AsF6KN3O3 | ωB97M-V/def2-TZVPD

The geometry in ORCA input format:
```
! RIJCOSX wB97M-V def2-TZVPD def2/J DEFGRID3
* xyz 1 2
As 3.213 -2.415 -0.171
K 0.022 -0.440 0.630
F 3.639 -4.151 0.019
F 1.760 -2.632 0.869
F 4.523 -2.063 -1.304
F 2.783 -0.666 -0.231
F 4.212 -2.133 1.316
F 2.198 -2.708 -1.651
O 2.299 2.331 5.007
O -3.277 -2.100 -3.074
O -2.117 1.548 -0.021
N -1.831 -1.808 -0.702
N 0.237 0.585 -1.940
N 2.087 1.475 1.451
C -3.484 1.679 0.397
C -1.850 1.900 -1.329
C 1.758 2.325 3.707
C -1.094 -4.017 -0.610
C -0.093 2.681 -3.097
C -2.834 -3.298 -2.446
C -4.236 -2.424 -4.040
C 1.970 3.469 5.885
C -1.595 -2.956 -1.566
C 3.989 1.289 2.903
C 2.451 1.265 2.863
C -0.357 1.943 -1.750
H -2.411 1.165 -1.906
H -4.039 0.932 -0.171
H 4.338 1.300 3.935
H -2.281 2.899 -1.404
H 4.542 2.095 2.421
H 2.173 2.451 1.205
H 2.791 0.947 0.956
H -0.882 -5.002 -1.025
H -0.788 -2.786 -2.277
H -3.485 1.533 1.477
H 4.438 0.431 2.404
H -3.664 -3.602 -1.808
H -0.074 -3.761 -0.323
H 0.956 2.794 -3.370
H 0.280 2.499 -1.062
H -2.648 -2.013 -0.145
H 0.924 3.535 6.184
H 1.237 0.445 -1.945
H -3.899 2.658 0.155
H -2.703 -4.176 -3.078
H -0.708 2.126 -3.806
H -4.552 -1.411 -4.289
H -5.101 -3.064 -3.866
H 2.511 3.498 6.831
H -1.736 -4.123 0.264
H 1.846 3.338 3.314
H 2.098 0.290 3.199
H 0.709 2.031 3.747
H -2.311 -1.252 -1.395
H 2.168 4.437 5.425
H -3.594 -2.830 -4.821
H -0.015 0.242 -2.856
H -0.497 3.693 -3.082
*
```

Results
energy above the lowest of the compared OMol25 structures with the same formula, charge and spin: 25.3 kcal per mole
LUMO (alpha / beta): -3.19 / -9.05 eV
<S²>: 0.7543
gap between HOMO and LUMO (alpha / beta): 8.99 / 3.13 eV
molar mass: 495.42 u

***

[9]
C8H13N4O3 | ωB97M-V/def2-TZVPD

The geometry in ORCA input format:
```
! RIJCOSX wB97M-V def2-TZVPD def2/J DEFGRID3
* xyz 1 1
O 1.753 -0.915 0.653
O -1.513 1.826 -0.714
O -3.531 1.142 -0.845
N 0.631 1.280 0.575
N -0.620 -0.717 0.454
N -2.401 0.982 -0.522
N -2.836 -1.068 0.652
C 1.099 1.616 1.895
C 1.935 2.001 0.733
C -0.816 -1.840 1.090
C 0.660 -0.142 0.037
C -1.977 -0.245 0.113
C -2.160 -2.091 1.150
C 0.206 -1.445 -2.204
C 0.652 -0.104 -1.481
H 2.940 1.627 0.633
H 1.981 2.922 0.251
H 1.657 0.401 -1.673
H 0.688 -2.204 -1.616
H -2.803 -2.843 1.571
H 2.607 -0.758 0.213
H -0.216 1.763 -0.050
H 0.134 -2.244 1.349
H -0.023 0.703 -1.848
H 0.615 2.395 2.286
H 1.461 0.822 2.677
H 0.710 -1.262 -3.198
H -0.836 -1.603 -2.179
*
```

Results
energy above the lowest of the compared OMol25 structures with the same formula, charge and spin: 146.2 kcal per mole
LUMO: -4.55 eV
gap between HOMO and LUMO: 8.67 eV
molar mass: 213.22 u

***

[10]
C12H7FeN2O5S | ωB97M-V/def2-TZVPD

The geometry in ORCA input format:
```
! RIJCOSX wB97M-V def2-TZVPD def2/J DEFGRID3
* xyz -1 5
Fe 12.291 5.751 6.870
S 10.567 7.443 6.699
O 12.745 5.426 8.778
O 14.809 6.383 3.634
O 14.022 6.340 10.500
O 13.124 5.709 5.069
O 10.677 4.439 6.757
N 14.289 6.224 7.076
N 9.438 4.962 6.867
C 7.079 4.471 6.988
C 14.339 6.122 4.757
C 14.809 6.338 8.326
C 7.925 6.761 6.990
C 9.268 6.323 6.801
C 6.833 5.868 6.952
C 16.971 6.975 7.404
C 13.757 6.042 9.340
C 15.086 6.392 6.018
C 8.388 4.067 7.018
C 16.415 6.728 6.149
C 16.126 6.788 8.539
H 6.316 3.714 7.129
H 16.550 6.845 9.517
H 5.872 6.321 6.909
H 7.768 7.840 7.120
H 8.801 3.061 7.024
H 17.968 7.392 7.480
H 16.980 6.809 5.220
*
```

Results
LUMO (alpha / beta): 2.89 / 2.89 eV
<S²>: 6.0167
gap between HOMO and LUMO (alpha / beta): 7.87 / 7.50 eV
molar mass: 347.11 u

***

[11]
C36H40BeOP2 | ωB97M-V/def2-TZVPD

The geometry in ORCA input format:
```
! RIJCOSX wB97M-V def2-TZVPD def2/J DEFGRID3
* xyz 0 1
P -7.585 2.686 1.173
P -5.472 5.036 1.702
O -3.720 2.611 1.907
C -3.987 5.584 0.793
C -5.596 0.874 2.928
C 0.196 2.568 -1.853
C -10.425 2.142 0.766
C -7.643 1.302 -0.053
C -1.980 6.943 0.698
C -11.773 2.510 0.648
C -6.561 7.686 1.079
C -12.193 3.794 1.020
C -6.239 7.178 3.410
C -11.239 4.702 1.506
C 0.895 1.453 -1.624
C 0.252 0.043 -3.741
C -2.107 0.978 -3.507
C -3.254 6.701 1.214
C -1.772 2.437 -3.598
C -6.386 4.889 0.096
C -3.477 4.782 -0.244
C -9.460 3.042 1.234
C -6.665 8.467 3.740
C -7.681 -1.113 -0.290
C -7.063 9.375 2.753
C -1.388 5.989 -0.138
C -6.160 6.772 2.064
C 1.202 0.297 -2.506
C -7.399 4.018 -0.042
C -1.225 -0.014 -3.670
C -2.150 4.921 -0.620
C -0.348 2.943 -3.208
C -7.665 -0.972 -1.683
C -9.891 4.332 1.603
C -2.594 1.708 1.808
C -7.007 8.971 1.415
C -7.607 1.444 -1.445
C -7.644 0.305 -2.255
C -7.697 0.020 0.519
Be -5.224 2.462 2.186
H -10.141 1.137 0.457
H -0.339 6.043 -0.414
H -6.067 5.557 -0.718
H -3.168 0.769 -3.290
H -5.960 6.487 4.206
H -7.639 0.424 -3.341
H -2.844 0.777 1.276
H -7.409 10.381 3.009
H -3.676 7.378 1.947
H -7.702 -0.086 1.602
H -9.165 5.074 1.938
H -1.949 2.758 -4.647
H -6.683 8.789 4.781
H -11.560 5.705 1.808
H -1.597 -1.007 -3.867
H -12.509 1.800 0.267
H 0.336 2.621 -4.011
H 2.247 0.315 -2.876
H 0.578 -0.930 -4.126
H -7.529 2.431 -1.898
H -6.539 7.420 0.024
H 1.389 1.339 -0.665
H -6.586 0.562 3.338
H -0.001 3.291 -1.030
H -0.373 4.054 -3.196
H -13.246 4.092 0.927
H -7.661 -2.100 0.168
H -1.742 2.186 1.272
H -5.597 0.442 1.915
H -4.088 4.035 -0.748
H -7.305 9.662 0.629
H -1.716 4.178 -1.294
H -2.481 3.029 -3.004
H -7.667 -1.858 -2.323
H -8.140 4.131 -0.834
H -2.117 1.464 2.788
H -1.431 7.840 0.988
H -4.811 0.233 3.380
H 0.518 0.761 -4.510
H 1.107 -0.624 -1.916
*
```

Results
LUMO: 0.41 eV
gap between HOMO and LUMO: 8.37 eV
molar mass: 559.67 u

***

[12]
C3H7NOS | ωB97M-V/def2-TZVPD

The geometry in ORCA input format:
```
! RIJCOSX wB97M-V def2-TZVPD def2/J DEFGRID3
* xyz 0 1
S 0.970 -0.135 0.080
O 2.228 -0.569 -0.381
N 1.187 1.513 0.569
C -0.509 -0.108 -1.053
C -1.268 -0.743 0.196
C 0.009 -1.239 0.910
H 0.182 -1.067 1.919
H 1.839 1.985 -0.030
H -0.129 -0.660 -1.880
H 0.297 1.967 0.578
H -1.087 0.724 -1.447
H -1.922 0.016 0.439
H -1.797 -1.684 0.101
*
```

Results
energy above the lowest of the compared OMol25 structures with the same formula, charge and spin: 117.5 kcal per mole
LUMO: 0.54 eV
gap between HOMO and LUMO: 9.03 eV
molar mass: 105.16 u

***

[13]
C3H12N2OS | ωB97M-V/def2-TZVPD

The geometry in ORCA input format:
```
! RIJCOSX wB97M-V def2-TZVPD def2/J DEFGRID3
* xyz 0 1
S -1.627 2.727 -1.845
O 0.041 -3.059 -0.720
N -0.345 -0.123 0.611
N 1.422 -1.202 1.909
C -0.621 0.532 -0.748
C -0.863 1.983 -0.329
C 1.189 -0.220 0.764
H -1.680 2.051 0.437
H 0.516 -1.609 2.224
H -1.677 0.049 -1.044
H 1.746 -0.616 -0.073
H -0.381 -3.498 -1.435
H -0.007 0.490 -1.603
H -1.189 4.006 -1.706
H 0.938 -2.971 -0.925
H -0.690 -1.101 0.567
H 1.729 -0.707 2.735
H 0.022 2.498 -0.004
H 1.480 0.770 1.186
*
```

Results
energy above the lowest of the compared OMol25 structures with the same formula, charge and spin: 38.6 kcal per mole
LUMO: 0.72 eV
gap between HOMO and LUMO: 9.60 eV
molar mass: 124.21 u

***

[14]
C3H4N4O | ωB97M-V/def2-TZVPD

The geometry in ORCA input format:
```
! RIJCOSX wB97M-V def2-TZVPD def2/J DEFGRID3
* xyz 0 1
O 0.498 1.100 1.013
N -1.915 0.772 -1.708
N 1.179 0.162 1.607
N 0.038 -1.836 -0.714
N -0.013 0.448 -0.357
C 0.240 -0.899 -0.010
C 1.219 -1.006 1.113
C -0.993 1.170 -0.910
H -2.757 1.385 -1.856
H 0.375 -2.737 -0.234
H 1.545 -2.021 1.618
H -0.972 2.165 -0.592
*
```

Results
energy above the lowest of the compared OMol25 structures with the same formula, charge and spin: 140.6 kcal per mole
LUMO: 0.40 eV
gap between HOMO and LUMO: 9.86 eV
molar mass: 112.09 u